# C5H9NO

C5H9NO in the gas phase (ωB97M-V with the def2-TZVPD basis set, the Open Molecules 2025 dataset).

Geometry as XYZ:
```
16
Properties=species:S:1:pos:R:3
C 0.170 0.330 1.617
C -0.129 -0.027 0.164
C -1.583 0.289 -0.189
C 0.867 0.643 -0.821
O 1.414 -0.449 -1.582
C 0.918 -1.566 -1.003
N 0.097 -1.471 -0.046
H -0.493 -0.225 2.287
H 0.025 1.403 1.793
H 1.204 0.073 1.872
H -1.796 1.357 -0.053
H -1.791 0.022 -1.231
H -2.256 -0.287 0.452
H 0.391 1.341 -1.517
H 1.695 1.151 -0.313
H 1.281 -2.494 -1.433
```

Results
ΔE to the lowest compared entry with this formula, charge and spin ... 86.6 kJ/mol
Total charge ... 0
SMILES ... CC1(C)COC=N1
Orbital gap ... 10.546 eV
Total energy ... -8868.315 eV